# C56H98N14

A cluster of 14 separate species, C56H98N14 in total at a distorted geometry (the ωB97M-V functional and the def2-TZVPD basis, the Open Molecules 2025 dataset).

Values from the calculation:
Kohn-Sham gap = 10.78 eV
Energy = -2958.924329 Ha
F_max = 5.3 eV/Å
Lowest unoccupied orbital energy = -0.270 eV
Highest occupied orbital energy = -11.1 eV

ORCA input file:
```
! wB97M-V def2-TZVPD RIJCOSX def2/J DEFGRID3
* xyz 0 1
H -4.34683 4.11893 -6.14824
H -0.91237 -4.12736 -1.30482
C -4.22954 -6.09328 2.54546
H -4.17306 2.22765 -1.34114
H 3.96115 5.08263 0.03540
H -3.29494 -1.39571 -3.35101
H 2.77445 -2.28289 5.98890
N -5.27710 -1.04494 4.68144
H 3.81337 0.09428 5.04032
H -3.63548 2.61783 3.56701
H -5.19211 -3.26192 0.88344
C -0.89413 6.30770 0.25606
H 1.19200 -3.01174 -0.69188
H 0.61910 2.67582 -1.22446
N -8.04863 -4.62595 0.15297
N 0.51676 -7.61749 -2.10615
H -1.43930 1.36296 4.11539
H 3.77186 -7.13033 2.71985
H 2.74119 5.69212 -0.93523
H -3.82158 -5.53843 1.70058
C -0.26497 6.87006 1.55299
H 0.70656 4.00481 -5.86253
H 6.81690 6.77170 -1.95168
H 6.22712 -0.02812 -2.80541
H 4.71765 2.13416 -2.19115
H -3.56316 -1.49821 -1.67098
H 4.81105 5.48817 -2.40457
H 0.97094 1.07124 -5.68529
C -7.86275 -2.34598 1.34675
H -3.89619 1.36753 2.49816
H -1.02190 1.09285 -0.18799
H -1.39259 4.51468 -4.29370
C 1.29733 3.10169 -5.70933
H 4.06054 -8.19940 0.69738
C 6.38506 -6.73667 1.02042
C -4.39557 1.17442 -1.16998
C -7.98701 -3.61831 0.67736
H 0.78295 6.44790 3.32541
C 4.58860 1.39832 -2.98486
H 1.94134 3.43791 3.76764
H -0.53223 -3.10766 -2.69881
H -4.17736 -6.02054 4.62371
H 1.41602 -5.06753 2.84664
H 2.32431 -7.12853 1.97407
H 4.76439 2.06458 3.73155
C -3.07153 1.89437 2.97823
C -2.32273 3.70862 -6.67282
C 3.64479 7.00839 0.53792
C -0.40903 -5.29294 -3.02715
C -3.18601 3.29762 -4.36225
H -7.98682 -2.70405 2.36876
C 0.67840 -2.57801 5.78450
H -5.30898 -5.94204 2.55156
C 3.03106 3.41335 3.76940
N -0.43638 -2.69570 6.16184
H 3.14895 3.82912 4.77007
H -4.15918 3.15778 -3.89164
H 0.76799 1.16124 -2.04043
C -3.70241 0.42640 -2.38544
H 0.20055 -0.92377 -0.90956
H 4.92564 -0.32656 -1.76726
H -4.12779 -3.64804 4.04851
H -3.94803 0.86428 -3.35293
H 5.51008 -6.40448 -0.85048
N -6.54182 -1.79419 -2.91878
H 1.97558 1.59753 -0.85458
C 6.12545 6.52912 -1.14474
H 3.23113 -5.57907 2.01819
H 3.52432 1.26442 -3.17844
H 4.85559 -0.87138 -4.71272
C -2.35852 0.86607 3.80519
C 5.13727 -0.01736 -2.79084
N 7.35386 -7.03891 1.65596
C 1.22138 -4.31220 3.60801
H -5.44452 0.88146 -1.21452
H 2.78680 3.59604 -7.28436
H -2.63884 0.63641 -2.27217
H 1.32577 -4.61969 -0.78884
C 1.12284 -3.78375 -1.45825
H -0.41776 -1.01254 0.73063
H -2.19131 4.67779 -2.76373
C -0.27629 -4.03431 -2.18507
H -0.56335 1.87986 -5.82056
H 5.01482 -5.35207 0.42362
C 3.91264 -7.13319 0.52588
C 0.03889 0.93599 0.00751
H 1.24887 3.07839 -4.62066
H 0.82795 -3.48440 3.01805
H -2.61475 -6.26267 3.89254
H 6.62983 5.73924 -0.58814
C -3.51508 -5.65041 3.84109
C 0.45340 1.87212 -6.21334
C 4.52036 -1.10466 -3.70213
N 0.94627 0.82499 5.65988
C 0.42454 1.52869 -7.61089
H -1.74132 6.86253 -0.14709
H 0.39833 -4.61544 4.25511
C 2.72722 3.33801 -6.22702
C 3.68281 1.99444 3.84712
H -0.24605 6.36251 -0.61864
H 6.06756 7.40782 -0.50238
N 2.45186 -1.42669 1.23421
N 3.58257 7.78877 1.36651
H 1.74289 5.87778 1.90084
C 1.49721 -0.98958 0.71089
C -3.57120 3.41473 -5.84724
H 5.16671 1.81869 -3.80777
N -1.38608 3.92114 -7.25397
H -2.65919 0.08740 5.84270
H -0.98180 7.28673 2.26055
H 0.30349 1.37844 0.96789
C 3.72157 5.97100 -0.54899
H 2.76413 -4.49758 5.10364
C -3.98257 -1.05799 -2.57563
C 3.29959 -6.65534 1.85994
H -8.72839 -1.69781 1.21020
H -6.31571 -1.33959 0.09503
C -6.51785 -1.62056 1.12862
H 3.27063 -3.52461 3.76606
H -2.52573 2.44679 -4.19424
C 0.31216 -0.51277 0.09380
C 3.05277 -1.13481 -3.83948
H 3.27757 2.41022 -6.07077
C -3.22227 0.51359 5.01239
C 0.75075 5.98418 2.33949
H 4.41565 7.12469 -2.31260
H 3.35582 3.95586 -5.58576
C 2.03218 -2.50070 5.22098
N -1.71547 -3.03032 2.19932
H -4.05436 0.90460 -0.17054
H -4.27969 -1.97043 1.56454
C -1.31643 4.90271 0.28100
N 0.39236 1.32021 -8.73246
H 2.05052 -1.63088 4.56434
H 3.46704 4.17497 3.12291
C -2.37669 4.51229 -3.82503
H -6.51510 -0.69936 1.71128
H 3.20104 -6.90426 -0.26742
C -5.28719 -2.38432 1.52289
H -1.99464 -0.03640 3.31403
C 0.06005 -6.61076 -2.48966
C -3.18450 -4.19330 4.08012
C 2.06029 0.94326 5.44790
H 4.87748 -2.07382 -3.35386
H -2.45047 2.39927 2.23833
N 1.90093 -1.14503 -4.01456
H 1.87202 -3.74770 -2.24915
C 2.41268 -3.74030 4.40285
H -3.93415 2.46244 -6.23390
N -1.62360 3.78284 0.30984
C -2.36782 -3.56798 3.00859
H -3.74906 1.41923 5.31305
H 3.94350 1.58837 6.00916
C -4.31940 -0.40047 4.80678
H -5.45139 -2.79239 2.52020
H -2.78878 5.39278 -4.31799
C 4.72227 6.29441 -1.67643
H 0.30305 4.99053 2.35743
H 3.27592 1.38252 3.04209
C 5.21005 -6.40031 0.19740
C 0.90765 1.63622 -1.06934
C -5.43121 -1.49428 -2.73916
H -1.43850 -5.41969 -3.36213
H -3.99718 -7.14788 2.39739
H -2.66397 -4.11712 5.03476
H 0.33091 7.74160 1.28199
C 3.46793 1.12268 5.14599
H 0.28294 -5.17774 -3.86143
*
```

Löwdin population analysis, charges in e, atoms 1 to 99:
1 H 0.118
2 H 0.097
3 C -0.095
4 H 0.057
5 H 0.109
6 H 0.110
7 H 0.116
8 N 0.156
9 H 0.107
10 H 0.078
11 H 0.071
12 C -0.170
13 H 0.026
14 H 0.049
15 N 0.149
16 N 0.125
17 H 0.085
18 H 0.078
19 H 0.104
20 H 0.060
21 C -0.221
22 H 0.066
23 H 0.074
24 H 0.109
25 H 0.067
26 H 0.103
27 H 0.098
28 H 0.088
29 C -0.169
30 H 0.064
31 H 0.088
32 H 0.053
33 C -0.248
34 H 0.113
35 C -0.207
36 C -0.064
37 C -0.258
38 H 0.083
39 C -0.102
40 H 0.059
41 H 0.092
42 H 0.109
43 H 0.042
44 H 0.073
45 H 0.102
46 C -0.112
47 C -0.203
48 C -0.238
49 C -0.185
50 C -0.250
51 H 0.121
52 C -0.215
53 H 0.071
54 C -0.094
55 N 0.149
56 H 0.068
57 H 0.102
58 H 0.057
59 C -0.259
60 H 0.117
61 H 0.101
62 H 0.089
63 H 0.078
64 H 0.115
65 N 0.140
66 H 0.065
67 C -0.116
68 H 0.054
69 H 0.051
70 H 0.121
71 C -0.258
72 C -0.250
73 N 0.118
74 C -0.107
75 H 0.062
76 H 0.079
77 H 0.092
78 H 0.057
79 C -0.081
80 H 0.106
81 H 0.055
82 C -0.234
83 H 0.087
84 H 0.110
85 C -0.234
86 C -0.258
87 H 0.088
88 H 0.043
89 H 0.104
90 H 0.079
91 C -0.258
92 C -0.202
93 C -0.168
94 N 0.178
95 C -0.265
96 H 0.118
97 H 0.062
98 C -0.092
99 C -0.210